Below is a molecular structure, C29H60N3O5 in a non-equilibrium geometry, with properties calculated with the ωB97M-V functional and the def2-TZVPD basis.

Element x y z (Å)
C (-0.37464, -1.02378, 0.20575)
C (-1.22701, 0.12195, -0.50227)
O (-1.63040, 1.04613, 0.21741)
O (-1.59701, 0.05383, -1.70674)
H (0.13741, -1.61815, -0.55097)
H (-1.01305, -1.60220, 0.87355)
H (0.51715, -0.61230, 0.67850)
C (-1.89207, -2.99574, -0.34635)
C (-2.31656, -3.28360, -1.80416)
C (-3.89124, -3.69994, -1.82898)
C (-4.44333, -3.74528, -3.22949)
C (-4.15937, -2.47374, -4.04155)
C (-2.73403, -1.98885, -4.04996)
N (-2.15834, -1.99482, -2.65157)
O (-0.93149, -1.42935, -2.64539)
C (-1.81517, -2.90335, -4.95977)
C (-2.63673, -0.57539, -4.68834)
C (-1.44993, -4.53212, -2.28314)
H (-2.22364, -3.74965, 0.36763)
H (-2.38066, -2.08216, -0.00760)
H (-0.85247, -2.87767, -0.04074)
H (-4.05756, -4.71607, -1.47132)
H (-4.44454, -3.00361, -1.19883)
H (-5.51943, -3.91171, -3.27865)
H (-4.07219, -4.55406, -3.85895)
H (-4.67782, -1.55701, -3.76063)
H (-4.43654, -2.74257, -5.06087)
H (-2.00348, -3.97549, -5.01591)
H (-1.79117, -2.57901, -6.00012)
H (-0.80778, -2.69861, -4.59735)
H (-2.53762, -0.56927, -5.77381)
H (-3.49797, 0.01378, -4.37334)
H (-1.70051, -0.04018, -4.52972)
H (-1.31494, -5.38087, -1.61269)
H (-0.43679, -4.23728, -2.55648)
H (-1.96499, -4.96316, -3.14164)
H (-0.98002, -0.64863, -2.08886)
C (4.33681, -1.36259, 4.64723)
C (4.10728, -0.23140, 3.63340)
C (4.13651, -0.71505, 2.16018)
C (2.88117, -1.45667, 1.68192)
C (1.66949, -0.59911, 1.89612)
C (1.53760, 0.06690, 3.35376)
N (2.84670, 0.51402, 3.94203)
O (2.80156, 1.11179, 5.17625)
C (0.61206, 1.32929, 3.19409)
C (0.76600, -0.91954, 4.22840)
C (5.27000, 0.77946, 3.76511)
H (4.99240, -2.14266, 4.26023)
H (4.81277, -0.96665, 5.54434)
H (3.38453, -1.80049, 4.94644)
H (4.38510, 0.11898, 1.50390)
H (4.98884, -1.38539, 2.27101)
H (3.08207, -1.85323, 0.68669)
H (2.81598, -2.42030, 2.18715)
H (0.88969, -1.28459, 1.56430)
H (1.72018, 0.23663, 1.19821)
H (0.48039, 1.90501, 4.11023)
H (-0.32787, 1.04762, 2.71941)
H (1.08100, 2.03333, 2.50669)
H (1.37743, -1.81712, 4.32111)
H (-0.14855, -1.30264, 3.77569)
H (0.36581, -0.55487, 5.17443)
H (5.27872, 0.97149, 4.83803)
H (6.19576, 0.22920, 3.59694)
H (5.23635, 1.71748, 3.21096)
H (2.68811, 2.01540, 4.87258)
C (1.12197, 3.98201, -2.02349)
C (0.45886, 2.67991, -1.45684)
C (1.42779, 1.92367, -0.40641)
C (1.45460, 2.55177, 0.97581)
C (-0.03882, 2.64538, 1.56500)
C (-0.94348, 3.50197, 0.61827)
N (-0.88346, 2.99138, -0.79761)
O (-1.80703, 3.52836, -1.70256)
C (-2.31376, 3.26283, 1.18627)
C (-0.61391, 5.01375, 0.75569)
C (0.27626, 1.76973, -2.72173)
H (1.25775, 4.75166, -1.26369)
H (0.47964, 4.44229, -2.77426)
H (2.08137, 3.77606, -2.49808)
H (1.05795, 0.90251, -0.31398)
H (2.37430, 2.00537, -0.94078)
H (2.12289, 3.40442, 1.09614)
H (1.94077, 1.79642, 1.59321)
H (0.01663, 3.04776, 2.57649)
H (-0.31261, 1.59095, 1.52877)
H (-3.01420, 3.81560, 0.56023)
H (-2.49212, 2.19346, 1.07341)
H (-2.34128, 3.58127, 2.22836)
H (-0.86033, 5.46559, 1.71653)
H (0.38745, 5.32595, 0.45921)
H (-1.39032, 5.44819, 0.12597)
H (-0.03255, 2.23786, -3.65638)
H (-0.24641, 0.87779, -2.37623)
H (1.27573, 1.37507, -2.90450)
H (-1.39150, 4.37621, -1.87601)

HOMO = -3.413 eV
Molecular weight = 530.8 g/mol
Energy relative to the best compared isomer or geometry (same formula, charge and spin) = 314.0 kcal per mole
Total charge = -1
Spin multiplicity = 1